1.
{"formula": "C21H31NO6", "method": "ωB97M-V with the def2-TZVPD basis set", "lumo_energy_ev": 0.722, "orbital_gap_ev": 8.845, "charge": 0, "multiplicity": 1, "smiles": "CCOC(=O)C1CCN(C(=O)c2cc(OCC)c(OCC)c(OCC)c2)CC1", "species": ["C", "C", "O", "C", "O", "C", "C", "C", "N", "C", "O", "C", "C", "C", "O", "C", "C", "C", "O", "C", "C", "C", "O", "C", "C", "C", "C", "C", "H", "H", "H", "H", "H", "H", "H", "H", "H", "H", "H", "H", "H", "H", "H", "H", "H", "H", "H", "H", "H", "H", "H", "H", "H", "H", "H", "H", "H", "H", "H"], "xyz": [[1.65, -5.92, -4.91], [0.89, -5.95, -3.60], [1.15, -4.73, -2.90], [0.51, -4.56, -1.74], [-0.27, -5.35, -1.28], [0.93, -3.26, -1.08], [-0.20, -2.71, -0.20], [0.38, -1.95, 1.01], [1.62, -1.30, 0.64], [1.71, -0.02, 0.20], [2.70, 0.40, -0.38], [0.56, 0.88, 0.51], [0.19, 1.14, 1.83], [-0.83, 2.05, 2.09], [-1.25, 2.40, 3.33], [-0.66, 1.78, 4.45], [-1.34, 2.34, 5.69], [-1.49, 2.70, 1.03], [-2.52, 3.53, 1.39], [-2.59, 4.82, 0.81], [-1.32, 5.63, 1.03], [-1.11, 2.43, -0.30], [-1.82, 3.05, -1.28], [-1.32, 3.06, -2.61], [-0.09, 3.94, -2.76], [-0.08, 1.53, -0.54], [2.70, -2.21, 0.34], [2.17, -3.53, -0.22], [1.33, -5.07, -5.52], [2.72, -5.82, -4.73], [1.47, -6.84, -5.46], [1.20, -6.79, -2.98], [-0.19, -6.03, -3.77], [1.21, -2.55, -1.86], [-0.81, -3.54, 0.15], [-0.83, -2.04, -0.78], [-0.34, -1.21, 1.36], [0.60, -2.64, 1.83], [0.72, 0.66, 2.63], [-0.80, 0.69, 4.41], [0.42, 2.00, 4.48], [-2.41, 2.14, 5.65], [-1.20, 3.42, 5.74], [-0.93, 1.89, 6.58], [-2.82, 4.75, -0.26], [-3.44, 5.28, 1.32], [-1.09, 5.67, 2.09], [-0.49, 5.18, 0.51], [-1.47, 6.64, 0.66], [-1.13, 2.04, -2.96], [-2.15, 3.47, -3.19], [-0.31, 4.95, -2.44], [0.21, 3.96, -3.81], [0.74, 3.56, -2.17], [0.25, 1.31, -1.54], [3.35, -1.71, -0.38], [3.28, -2.40, 1.25], [1.90, -4.22, 0.58], [2.95, -4.01, -0.83]]}

2.
{"formula": "C4H16N6", "method": "ωB97M-V with the def2-TZVPD basis set", "lumo_energy_ev": -6.252, "orbital_gap_ev": 11.214, "charge": 2, "multiplicity": 1, "species": ["C", "C", "N", "N", "N", "H", "H", "H", "H", "H", "H", "H", "H", "C", "C", "N", "N", "N", "H", "H", "H", "H", "H", "H", "H", "H"], "xyz": [[-1.71, -1.96, -0.58], [-1.23, -0.71, 1.78], [-1.47, -0.65, 0.41], [-0.66, -1.78, 2.28], [-1.51, 0.46, 2.41], [-2.21, 0.00, 0.05], [-0.33, -2.66, 1.88], [-0.13, -1.80, 3.13], [-1.70, 1.39, 1.89], [-1.44, 0.61, 3.51], [-2.70, -2.01, -0.67], [-1.14, -2.73, -0.06], [-1.06, -1.95, -1.43], [2.36, 0.81, 0.29], [1.08, 0.98, -1.71], [1.71, 0.16, -0.78], [0.76, 2.29, -1.34], [0.57, 0.36, -2.77], [2.39, -0.47, -1.28], [1.34, 2.75, -0.73], [0.10, 2.81, -1.83], [0.62, -0.65, -3.18], [-0.01, 0.95, -3.51], [1.65, 1.28, 1.00], [2.89, 1.68, 0.09], [2.97, 0.25, 1.01]]}

3.
{"formula": "C4H7NO2", "method": "ωB97M-V with the def2-TZVPD basis set", "lumo_energy_ev": 0.808, "orbital_gap_ev": 10.826, "charge": 0, "multiplicity": 1, "smiles": "NC(=O)C[C@H]1CO1", "species": ["N", "C", "O", "C", "C", "C", "O", "H", "H", "H", "H", "H", "H", "H"], "xyz": [[1.82, 0.56, 1.66], [0.62, 0.59, 1.02], [-0.23, 1.43, 1.26], [0.42, -0.50, -0.02], [-1.02, -0.59, -0.45], [-1.52, 0.13, -1.62], [-1.25, -1.27, -1.68], [2.00, 1.25, 2.37], [2.51, -0.16, 1.50], [0.75, -1.47, 0.38], [1.05, -0.29, -0.90], [-1.73, -0.83, 0.34], [-0.84, 0.76, -2.19], [-2.57, 0.41, -1.67]]}

4.
{"formula": "C5H11ClN4", "method": "ωB97M-V with the def2-TZVPD basis set", "lumo_energy_ev": [-9.718, -9.718], "orbital_gap_ev": [8.591, 8.590], "charge": 2, "multiplicity": 1, "smiles": "C=NN(C)/C(Cl)=[NH+]/C(C)=[NH2+]", "species": ["C", "N", "N", "C", "C", "Cl", "N", "C", "C", "N", "H", "H", "H", "H", "H", "H", "H", "H", "H", "H", "H"], "xyz": [[-3.75, 0.99, -0.26], [-2.96, 0.29, 0.43], [-1.72, -0.11, 0.02], [-1.21, -1.34, 0.53], [-0.79, 0.87, -0.38], [-1.34, 2.52, -0.45], [0.50, 0.44, -0.52], [1.62, 0.93, 0.09], [2.94, 0.46, -0.35], [1.63, 1.87, 0.99], [-4.74, 1.06, 0.19], [-3.68, 1.42, -1.23], [-0.18, -1.28, 0.87], [-1.84, -1.53, 1.42], [-1.35, -2.21, -0.15], [0.71, -0.43, -1.07], [2.83, -0.47, -0.89], [3.43, 1.23, -0.89], [3.70, 0.24, 0.49], [2.47, 2.15, 1.36], [0.79, 2.28, 1.60]]}

5.
{"formula": "C41H44N3O5S", "method": "ωB97M-V with the def2-TZVPD basis set", "lumo_energy_ev": -2.930, "orbital_gap_ev": 7.870, "charge": 1, "multiplicity": 1, "species": ["C", "C", "N", "C", "C", "C", "C", "N", "C", "C", "C", "S", "C", "C", "N", "C", "C", "O", "H", "H", "H", "H", "H", "H", "H", "H", "H", "H", "H", "H", "H", "H", "H", "H", "H", "H", "H", "H", "H", "H", "H", "H", "H", "H", "H", "H", "C", "C", "C", "C", "C", "C", "C", "O", "C", "C", "C", "C", "C", "C", "C", "O", "H", "H", "H", "H", "H", "H", "H", "H", "C", "C", "C", "C", "C", "C", "C", "O", "C", "C", "C", "C", "C", "C", "C", "O", "H", "H", "H", "H", "H", "H", "H", "H"], "xyz": [[6.37, -0.13, -3.81], [5.91, 1.38, -3.54], [5.38, 1.93, -4.85], [3.92, 1.69, -4.79], [3.17, 1.82, -6.18], [1.74, 2.52, -6.01], [0.97, 1.89, -4.77], [0.81, 2.88, -3.64], [0.15, 2.28, -2.41], [1.04, 2.61, -1.11], [2.36, 1.75, -1.03], [2.11, -0.07, -1.24], [0.04, 4.02, -4.23], [0.88, 4.75, -5.37], [2.01, 3.96, -5.90], [5.70, 3.35, -4.91], [6.90, 3.82, -5.84], [5.11, 4.20, -4.27], [5.65, -0.88, -3.39], [6.35, -0.28, -4.93], [7.39, -0.31, -3.37], [6.74, 2.03, -3.13], [5.09, 1.31, -2.77], [3.78, 0.62, -4.44], [3.50, 2.34, -3.97], [3.81, 2.49, -6.83], [3.01, 0.83, -6.69], [1.13, 2.28, -6.94], [1.38, 0.91, -4.40], [-0.08, 1.66, -5.12], [1.72, 3.28, -3.35], [-0.01, 1.19, -2.56], [-0.84, 2.78, -2.26], [0.40, 2.54, -0.19], [1.36, 3.69, -1.21], [3.10, 2.09, -1.81], [2.83, 1.89, -0.01], [2.30, -0.38, -2.57], [-0.26, 4.77, -3.44], [-0.94, 3.65, -4.67], [0.20, 5.15, -6.18], [1.33, 5.67, -4.89], [2.89, 4.16, -5.42], [6.94, 3.16, -6.75], [7.87, 3.79, -5.26], [6.76, 4.87, -6.20], [-6.50, -4.02, 1.27], [-6.51, -4.20, -0.12], [-5.71, -3.42, -0.93], [-4.89, -2.44, -0.37], [-4.90, -2.24, 1.02], [-5.70, -3.04, 1.83], [-4.08, -1.17, 1.63], [-4.08, -0.99, 2.83], [-3.26, -0.30, 0.74], [-2.52, 0.74, 1.29], [-1.74, 1.55, 0.47], [-1.68, 1.31, -0.90], [-2.42, 0.27, -1.45], [-3.21, -0.53, -0.63], [-4.02, -1.62, -1.24], [-3.98, -1.83, -2.44], [-7.12, -4.64, 1.90], [-7.15, -4.96, -0.56], [-5.72, -3.57, -2.00], [-5.69, -2.90, 2.90], [-2.56, 0.94, 2.36], [-1.17, 2.37, 0.91], [-1.05, 1.94, -1.57], [-2.38, 0.08, -2.52], [-0.01, -6.57, 7.97], [-0.11, -6.17, 9.30], [-0.70, -4.96, 9.63], [-1.20, -4.14, 8.62], [-1.08, -4.52, 7.29], [-0.50, -5.74, 6.97], [-1.56, -3.63, 6.20], [-1.46, -3.97, 5.04], [-2.15, -2.32, 6.56], [-2.55, -1.45, 5.55], [-3.12, -0.22, 5.88], [-3.30, 0.13, 7.21], [-2.90, -0.73, 8.22], [-2.31, -1.95, 7.90], [-1.85, -2.85, 8.98], [-2.00, -2.54, 10.15], [0.45, -7.51, 7.72], [0.28, -6.81, 10.09], [-0.78, -4.66, 10.67], [-0.41, -6.05, 5.93], [-2.42, -1.72, 4.51], [-3.43, 0.46, 5.09], [-3.75, 1.09, 7.47], [-3.03, -0.45, 9.26]]}

6.
{"formula": "C10H14BrFN2S", "method": "ωB97M-V with the def2-TZVPD basis set", "lumo_energy_ev": [-0.432, -0.622], "orbital_gap_ev": [7.369, 7.043], "charge": 0, "multiplicity": 1, "species": ["C", "C", "C", "C", "C", "C", "C", "C", "C", "C", "N", "N", "F", "S", "Br", "H", "H", "H", "H", "H", "H", "H", "H", "H", "H", "H", "H", "H", "H"], "xyz": [[2.19, 0.64, 0.36], [0.29, 2.41, 0.75], [4.38, -0.60, 0.35], [0.86, 0.09, 0.70], [1.54, 2.78, -0.09], [-0.64, 3.54, 0.99], [-1.22, -2.53, 0.16], [1.09, -1.29, -1.57], [-1.23, -1.09, -0.32], [0.14, -0.45, -0.65], [2.57, 1.78, 0.07], [-0.07, 1.26, 1.10], [1.09, 2.93, -1.37], [4.47, -2.17, 0.54], [5.70, 0.58, -0.19], [0.91, -0.71, 1.43], [2.08, 3.65, 0.38], [-0.01, 4.21, 1.53], [-1.57, 3.36, 1.47], [-1.06, 3.92, 0.10], [-0.60, -2.60, 0.96], [-0.73, -3.06, -0.66], [-2.21, -2.87, 0.38], [1.97, -0.72, -1.41], [0.68, -1.20, -2.52], [1.13, -2.29, -1.12], [-1.84, -0.94, -1.18], [-1.67, -0.52, 0.36], [-0.11, 0.41, -1.31]]}

Calculated values (eV) of calculated total energy for the records, taken in order: -36055.1875 -13331.6102 -9845.9187 -23826.2976 -68764.9834 -97166.6572.